[1]
A structure of composition C53H38As2BrF5HfN2O3S2 in a non-equilibrium geometry, computed with ωB97M-V/def2-TZVPD.

Each line ends with the Löwdin charge.
Element x y z (Å)
1 Hf 0.094 -0.256 0.123  1.358
2 O 2.470 1.998 1.506  0.103
3 C 2.592 1.039 0.759  -0.580
4 O 1.740 0.813 -0.213  -0.396
5 C 3.698 0.051 0.865  -0.158
6 C 4.970 0.510 1.197  -0.019
7 C 6.042 -0.356 1.270  -0.081
8 C 5.841 -1.710 1.030  -0.085
9 C 4.584 -2.182 0.725  -0.127
10 C 3.495 -1.316 0.628  -0.547
11 S 1.948 -2.049 0.264  0.678
12 H 5.095 1.568 1.381  0.121
13 H 7.028 0.013 1.511  0.100
14 H 6.667 -2.403 1.091  0.103
15 H 4.409 -3.232 0.542  0.098
16 C 0.845 2.531 -3.007  -0.414
17 C 0.820 1.192 -3.741  -0.387
18 As 1.068 -0.438 -2.577  1.285
19 C 3.030 -0.566 -2.663  -0.377
20 C 3.630 -1.823 -2.722  -0.137
21 C 5.008 -1.950 -2.696  -0.083
22 C 5.815 -0.829 -2.587  -0.083
23 C 5.230 0.422 -2.500  -0.077
24 C 3.852 0.549 -2.542  -0.103
25 C 0.685 -1.716 -4.039  -0.361
26 C 1.447 -1.847 -5.198  -0.106
27 C 1.132 -2.811 -6.140  -0.082
28 C 0.061 -3.668 -5.933  -0.088
29 C -0.711 -3.541 -4.790  -0.081
30 C -0.401 -2.567 -3.857  -0.113
31 As -0.246 2.605 -1.322  1.393
32 C 0.099 4.523 -0.978  -0.345
33 C -0.844 5.308 -0.313  -0.123
34 C -0.595 6.642 -0.037  -0.083
35 C 0.615 7.218 -0.390  -0.089
36 C 1.582 6.437 -0.997  -0.086
37 C 1.326 5.107 -1.281  -0.109
38 C -1.992 2.762 -2.257  -0.315
39 C -2.747 3.821 -2.566  -0.096
40 C -4.139 3.673 -2.959  -0.078
41 C -4.779 2.501 -2.948  -0.049
42 C -4.088 1.222 -2.606  -0.243
43 C -2.596 1.399 -2.270  -0.269
44 H 0.510 3.331 -3.679  0.083
45 H 1.871 2.765 -2.722  0.025
46 H 1.595 1.174 -4.525  0.076
47 H -0.149 1.061 -4.241  0.064
48 H 3.000 -2.707 -2.786  0.104
49 H 5.455 -2.932 -2.754  0.106
50 H 6.892 -0.929 -2.573  0.105
51 H 5.849 1.302 -2.394  0.107
52 H 3.422 1.538 -2.467  0.087
53 H 2.300 -1.194 -5.353  0.107
54 H 1.725 -2.905 -7.039  0.103
55 H -0.167 -4.438 -6.657  0.102
56 H -1.548 -4.205 -4.620  0.104
57 H -0.999 -2.459 -2.957  0.072
58 H -1.785 4.862 -0.007  0.101
59 H -1.343 7.237 0.469  0.104
60 H 0.810 8.260 -0.177  0.102
61 H 2.546 6.861 -1.244  0.103
62 H 2.109 4.517 -1.739  0.087
63 H -2.342 4.826 -2.512  0.095
64 H -4.662 4.583 -3.221  0.099
65 H -5.822 2.422 -3.222  0.107
66 H -4.291 0.477 -3.377  0.136
67 H -1.962 0.677 -2.810  0.128
68 S -4.577 -1.126 -1.042  0.976
69 C -4.335 0.666 -1.185  -0.443
70 C -2.860 0.953 -0.813  -0.322
71 C -2.073 -0.274 -0.513  -0.269
72 C -2.824 -1.373 -0.669  -0.494
73 C -2.310 -2.716 -0.552  -0.325
74 C -3.172 -3.812 -0.485  -0.029
75 C -2.643 -5.076 -0.343  -0.050
76 C -1.262 -5.212 -0.310  -0.051
77 C -0.481 -4.072 -0.419  -0.176
78 N -0.968 -2.838 -0.523  0.040
79 H -5.101 1.175 -0.603  0.108
80 H -2.750 1.768 -0.088  0.135
81 H -4.237 -3.638 -0.536  0.079
82 H -3.290 -5.939 -0.271  0.110
83 H -0.807 -6.184 -0.212  0.104
84 H 0.596 -4.157 -0.432  0.059
85 F 0.829 2.454 6.477  0.111
86 C 0.458 2.161 5.223  -0.135
87 C -0.501 2.941 4.576  -0.142
88 F -1.037 3.980 5.220  0.122
89 C -0.901 2.640 3.288  -0.124
90 F -1.841 3.381 2.678  0.103
91 C -0.328 1.570 2.571  -0.302
92 O -0.677 1.249 1.374  -0.237
93 C 0.639 0.826 3.262  -0.123
94 F 1.167 -0.223 2.529  0.011
95 C 1.027 1.079 4.559  -0.135
96 F 1.893 0.272 5.181  0.124
97 Br -3.274 -0.105 5.053  0.789
98 C -2.041 -1.168 4.096  -0.652
99 C -1.262 -2.113 4.749  -0.086
100 C -0.396 -2.869 3.977  -0.026
101 C -0.297 -2.608 2.620  -0.149
102 N -1.011 -1.662 2.009  0.004
103 C -1.904 -0.989 2.727  -0.176
104 H -1.346 -2.261 5.816  0.112
105 H 0.209 -3.641 4.426  0.114
106 H 0.394 -3.154 1.993  0.050
107 H -2.535 -0.291 2.191  0.116

Results
Total energy   -10767.044903 Ha
Gap between HOMO and LUMO   7.48 eV
Relative energy (zero: lowest compared OMol25 entry of this formula, charge and spin)   261.8 kJ/mol
Charge   0

---

[2]
A structure of composition C53H39IrN4Se in a non-equilibrium geometry, computed with ωB97M-V/def2-TZVPD.

Each line ends with the Löwdin charge.
Element x y z (Å)
1 Ir 1.024 0.783 -0.136  1.248
2 C -1.889 2.227 -6.977  -0.090
3 C -2.580 2.044 -5.786  -0.075
4 C -1.885 1.828 -4.606  -0.021
5 C -0.491 1.779 -4.602  -0.202
6 C 0.195 1.975 -5.797  -0.039
7 C -0.502 2.200 -6.976  -0.081
8 C 0.196 1.544 -3.303  -0.062
9 C 0.146 2.581 -2.366  -0.219
10 C -0.131 3.971 -2.626  0.016
11 C 0.289 4.677 -1.538  -0.019
12 C 0.783 3.725 -0.581  -0.228
13 N 0.649 2.475 -1.096  -0.076
14 C 1.350 3.972 0.706  -0.039
15 C 0.950 3.095 1.765  -0.229
16 C 0.538 3.419 3.101  -0.020
17 C 0.169 2.253 3.707  0.014
18 C 0.402 1.196 2.764  -0.222
19 C 0.410 -0.181 3.000  -0.060
20 C -0.294 -0.699 4.209  -0.203
21 C 0.359 -1.048 5.384  -0.036
22 C -0.362 -1.556 6.457  -0.081
23 C -1.732 -1.745 6.353  -0.090
24 C -2.389 -1.403 5.179  -0.071
25 C -1.674 -0.883 4.110  -0.011
26 C 1.007 -1.128 2.147  -0.236
27 N 1.415 -0.879 0.870  -0.116
28 C 1.915 -2.032 0.346  -0.248
29 C 2.209 -2.230 -1.015  -0.068
30 C 2.688 -3.589 -1.406  -0.219
31 C 1.770 -4.622 -1.576  -0.028
32 C 2.204 -5.894 -1.921  -0.075
33 C 3.558 -6.144 -2.102  -0.092
34 C 4.477 -5.119 -1.925  -0.080
35 C 4.043 -3.846 -1.581  -0.023
36 C 1.886 -1.343 -2.051  -0.254
37 C 1.904 -1.649 -3.459  0.012
38 C 1.252 -0.643 -4.095  0.008
39 C 0.872 0.322 -3.094  -0.248
40 N 1.292 -0.124 -1.881  -0.154
41 C 1.894 -3.048 1.368  -0.005
42 C 1.303 -2.501 2.462  -0.013
43 N 0.833 1.753 1.587  -0.075
44 C 2.434 4.939 0.872  -0.146
45 C 3.115 5.051 2.098  -0.021
46 C 4.300 5.755 2.203  -0.081
47 C 4.840 6.400 1.101  -0.090
48 C 4.150 6.361 -0.102  -0.080
49 C 2.970 5.647 -0.218  -0.022
50 H -2.428 2.397 -7.900  0.100
51 H -3.662 2.074 -5.777  0.103
52 H -2.418 1.677 -3.675  0.117
53 H 1.278 1.973 -5.801  0.121
54 H 0.040 2.357 -7.900  0.102
55 H -0.530 4.360 -3.548  0.116
56 H 0.236 5.743 -1.386  0.115
57 H 0.507 4.411 3.523  0.113
58 H -0.203 2.120 4.710  0.115
59 H 1.431 -0.910 5.464  0.122
60 H 0.149 -1.803 7.379  0.102
61 H -2.288 -2.159 7.185  0.100
62 H -3.459 -1.539 5.083  0.102
63 H -2.174 -0.631 3.182  0.117
64 H 0.715 -4.415 -1.438  0.118
65 H 1.484 -6.692 -2.047  0.103
66 H 3.894 -7.135 -2.379  0.100
67 H 5.535 -5.312 -2.051  0.102
68 H 4.758 -3.043 -1.443  0.121
69 H 2.349 -2.529 -3.894  0.116
70 H 1.050 -0.556 -5.150  0.107
71 H 2.239 -4.061 1.243  0.118
72 H 1.082 -2.979 3.402  0.116
73 H 2.719 4.539 2.962  0.097
74 H 4.816 5.785 3.155  0.104
75 H 5.790 6.912 1.173  0.101
76 H 4.549 6.874 -0.967  0.104
77 H 2.482 5.607 -1.180  0.096
78 C -6.371 -3.062 2.080  -0.047
79 C -5.091 -2.503 1.521  -0.263
80 C -5.050 -1.256 0.910  -0.018
81 C -3.893 -0.763 0.323  -0.304
82 C -3.910 0.591 -0.334  -0.091
83 C -2.735 -1.567 0.323  -0.516
84 Se -1.252 -1.044 -0.752  0.956
85 C -2.738 -2.803 0.996  -0.295
86 C -1.521 -3.678 1.065  -0.068
87 C -3.914 -3.239 1.592  -0.020
88 H -7.236 -2.535 1.682  0.075
89 H -6.391 -2.979 3.169  0.081
90 H -6.462 -4.120 1.832  0.079
91 H -5.951 -0.652 0.878  0.115
92 H -4.817 1.132 -0.064  0.076
93 H -3.879 0.482 -1.420  0.070
94 H -3.040 1.178 -0.043  0.060
95 H -0.615 -3.083 1.082  0.015
96 H -1.474 -4.336 0.193  0.087
97 H -1.543 -4.303 1.959  0.087
98 H -3.916 -4.195 2.106  0.121

Results
Total energy   -4767.861845 Ha
Gap between HOMO and LUMO (alpha / beta)   4.93 / 4.92 eV
Charge   0

---

[3]
A structure of composition C53H41N8O5Ti in a non-equilibrium geometry, computed with ωB97M-V/def2-TZVPD.

Each line ends with the Löwdin charge.
Element x y z (Å)
1 Ti -0.052 0.136 -1.128  1.098
2 O 1.339 -1.080 -0.985  -0.124
3 C 1.235 -2.219 -0.391  -0.335
4 C 2.351 -2.855 0.198  -0.024
5 C 2.217 -4.012 0.931  -0.107
6 C 0.979 -4.638 1.063  -0.114
7 C -0.106 -4.129 0.381  -0.051
8 C 0.003 -2.958 -0.374  -0.154
9 C -0.944 -2.628 -1.400  -0.059
10 N -0.984 -1.466 -1.949  -0.124
11 N -1.563 -1.378 -3.189  0.062
12 C -0.634 -1.098 -4.094  -0.517
13 O 0.573 -0.905 -3.826  -0.034
14 C -1.078 -1.191 -5.516  -0.137
15 C -2.373 -1.530 -5.893  -0.040
16 C -2.675 -1.760 -7.223  -0.103
17 C -1.691 -1.645 -8.195  -0.117
18 C -0.406 -1.274 -7.831  -0.099
19 C -0.107 -1.046 -6.502  -0.030
20 H 3.309 -2.360 0.104  0.115
21 H 3.085 -4.439 1.415  0.100
22 H 0.882 -5.541 1.651  0.090
23 H -1.064 -4.635 0.421  0.109
24 H -1.478 -3.458 -1.882  0.145
25 H -3.129 -1.632 -5.131  0.099
26 H -3.679 -2.052 -7.508  0.092
27 H -1.921 -1.850 -9.234  0.090
28 H 0.372 -1.183 -8.581  0.094
29 H 0.891 -0.778 -6.188  0.109
30 C 1.743 2.753 2.060  -0.062
31 O 3.003 2.712 1.411  -0.107
32 C 3.136 2.473 0.062  -0.205
33 C 4.388 2.800 -0.442  -0.022
34 C 4.715 2.628 -1.782  -0.106
35 C 3.754 2.184 -2.657  -0.060
36 C 2.477 1.844 -2.199  -0.125
37 C 1.396 1.744 -3.135  -0.041
38 N 0.231 1.407 -2.719  -0.109
39 N -0.901 1.841 -3.334  0.134
40 C -1.862 1.748 -2.440  -0.420
41 O -1.680 1.201 -1.302  -0.122
42 C -3.113 2.498 -2.674  -0.130
43 C -3.692 2.633 -3.929  -0.022
44 C -4.824 3.412 -4.080  -0.090
45 C -5.375 4.063 -2.987  -0.103
46 C -4.793 3.941 -1.736  -0.093
47 C -3.666 3.159 -1.579  -0.030
48 C 2.157 1.882 -0.799  -0.235
49 O 1.001 1.484 -0.365  -0.162
50 H 1.884 2.255 3.023  0.076
51 H 0.957 2.243 1.498  0.079
52 H 1.469 3.803 2.232  0.090
53 H 5.116 3.203 0.248  0.112
54 H 5.700 2.894 -2.140  0.093
55 H 3.957 2.095 -3.715  0.108
56 H 1.539 2.170 -4.135  0.145
57 H -3.243 2.120 -4.765  0.112
58 H -5.272 3.527 -5.058  0.096
59 H -6.262 4.669 -3.108  0.092
60 H -5.210 4.467 -0.888  0.101
61 H -3.189 3.051 -0.615  0.117
62 C 2.511 -2.151 3.940  -0.049
63 C 1.629 -1.669 2.985  -0.143
64 N 1.970 -0.763 2.087  0.112
65 C 3.213 -0.334 2.060  -0.083
66 C 4.188 -0.743 2.973  -0.221
67 C 3.807 -1.671 3.940  -0.042
68 C 5.549 -0.214 2.942  -0.018
69 C 6.109 0.432 3.974  -0.038
70 C 5.380 0.857 5.153  -0.271
71 C 6.019 1.149 6.368  -0.008
72 C 5.225 1.602 7.401  -0.145
73 N 3.912 1.765 7.278  0.072
74 C 3.405 1.454 6.094  -0.202
75 N 4.056 1.016 5.045  0.151
76 H 2.199 -2.895 4.657  0.101
77 H 0.616 -2.038 2.925  0.097
78 H 3.457 0.382 1.290  0.111
79 H 4.533 -2.018 4.664  0.117
80 H 6.130 -0.393 2.046  0.118
81 H 7.153 0.718 3.943  0.105
82 H 7.082 1.015 6.489  0.104
83 H 5.642 1.853 8.369  0.102
84 H 2.335 1.577 5.973  0.111
85 N -0.844 -0.386 0.557  0.097
86 C -1.989 -0.549 1.006  -0.302
87 C -2.294 -1.349 2.238  -0.166
88 C -1.737 -1.041 3.472  -0.050
89 C -2.155 -1.709 4.611  -0.090
90 C -3.118 -2.700 4.526  -0.105
91 C -3.628 -3.058 3.288  -0.086
92 C -3.221 -2.384 2.152  -0.027
93 C -3.285 0.001 0.460  -0.180
94 C -3.852 -0.464 -0.723  -0.034
95 C -5.072 0.031 -1.148  -0.070
96 C -5.739 0.987 -0.401  -0.111
97 C -5.180 1.451 0.777  -0.103
98 C -3.964 0.955 1.211  -0.034
99 H -0.989 -0.264 3.530  0.112
100 H -1.741 -1.448 5.575  0.098
101 H -3.473 -3.195 5.421  0.094
102 H -4.363 -3.848 3.218  0.098
103 H -3.624 -2.657 1.187  0.117
104 H -3.334 -1.197 -1.325  0.094
105 H -5.507 -0.326 -2.069  0.105
106 H -6.684 1.383 -0.742  0.098
107 H -5.693 2.205 1.360  0.099
108 H -3.530 1.325 2.131  0.119

Results
Total energy   -3708.100707 Ha
Gap between HOMO and LUMO   6.44 eV
Relative energy (zero: lowest compared OMol25 entry of this formula, charge and spin)   317.1 kJ/mol
Charge   -1

---

[4]
A structure of composition C53H42Cl3IN13O4RbS in a non-equilibrium geometry, computed with ωB97M-V/def2-TZVPD.

Each line ends with the Löwdin charge.
Element x y z (Å)
1 Rb -0.727 0.090 1.306  0.816
2 C -2.403 2.567 5.172  -0.040
3 C -1.248 1.615 4.845  -0.523
4 O -1.294 0.452 5.357  -0.112
5 C -0.256 2.142 4.011  -0.092
6 C 1.032 1.547 3.748  -0.419
7 C 1.455 0.270 4.438  -0.058
8 N 1.983 2.091 3.044  0.006
9 N 1.754 3.223 2.294  0.021
10 C 1.178 3.121 1.130  -0.545
11 O 0.842 2.052 0.485  -0.296
12 C 1.029 4.448 0.424  -0.135
13 C 0.977 5.663 1.108  -0.036
14 C 0.818 6.858 0.417  -0.107
15 C 0.711 6.867 -0.973  -0.131
16 C 0.756 5.663 -1.664  -0.117
17 C 0.905 4.467 -0.966  -0.047
18 H -3.095 2.080 5.860  0.067
19 H -2.943 2.841 4.264  0.043
20 H -2.023 3.486 5.626  0.066
21 H -0.417 3.132 3.599  0.081
22 H 1.311 0.325 5.520  0.074
23 H 2.507 0.094 4.202  0.058
24 H 0.847 -0.568 4.092  0.038
25 H 1.069 5.641 2.186  0.101
26 H 0.772 7.795 0.965  0.087
27 H 0.588 7.803 -1.509  0.082
28 H 0.683 5.655 -2.749  0.077
29 H 0.946 3.517 -1.488  0.090
30 C -2.226 3.265 -2.979  -0.076
31 N -2.233 1.887 -2.559  -0.146
32 C -1.212 1.228 -1.994  -0.193
33 N -1.543 -0.023 -1.809  0.067
34 C -2.804 -0.105 -2.309  -0.219
35 N -3.261 1.033 -2.803  0.113
36 C -1.422 3.527 -4.233  -0.171
37 C -1.205 4.843 -4.627  -0.046
38 C -0.481 5.121 -5.773  -0.070
39 C 0.043 4.096 -6.543  -0.029
40 C -0.170 2.779 -6.159  -0.136
41 C -0.906 2.500 -5.007  0.047
42 C 0.382 1.685 -6.955  -0.287
43 N 1.138 1.737 -7.993  0.112
44 N 1.374 0.430 -8.381  0.112
45 C 0.757 -0.319 -7.541  -0.301
46 O 0.105 0.407 -6.610  0.135
47 C 0.653 -1.776 -7.518  -0.134
48 C 1.365 -2.534 -8.438  -0.023
49 C 1.246 -3.914 -8.433  -0.067
50 C 0.410 -4.544 -7.525  -0.036
51 C -0.309 -3.793 -6.603  -0.193
52 C -1.197 -4.493 -5.597  -0.082
53 N -0.429 -5.134 -4.541  -0.136
54 C 0.024 -4.644 -3.372  -0.136
55 N 0.770 -5.545 -2.768  0.078
56 C 0.747 -6.587 -3.635  -0.235
57 N 0.036 -6.388 -4.727  0.087
58 C -0.174 -2.412 -6.592  0.037
59 H -1.829 3.855 -2.151  0.127
60 H -3.258 3.564 -3.148  0.135
61 H -0.290 1.699 -1.661  0.113
62 H -3.409 -0.998 -2.259  0.105
63 H -1.595 5.654 -4.022  0.121
64 H -0.322 6.150 -6.069  0.104
65 H 0.613 4.300 -7.441  0.111
66 H -1.078 1.467 -4.731  0.122
67 H 2.001 -2.026 -9.152  0.114
68 H 1.806 -4.505 -9.146  0.103
69 H 0.327 -5.625 -7.513  0.110
70 H -1.756 -5.288 -6.082  0.124
71 H -1.894 -3.789 -5.145  0.128
72 H -0.217 -3.658 -2.996  0.137
73 H 1.261 -7.518 -3.452  0.096
74 H -0.722 -1.817 -5.870  0.128
75 Cl -7.067 2.849 4.095  0.574
76 C -5.873 1.901 3.225  -0.695
77 C -4.853 2.539 2.539  -0.179
78 C -3.927 1.790 1.844  -0.570
79 Cl -2.622 2.593 1.013  0.698
80 C -3.960 0.358 1.750  -0.556
81 O -3.146 -0.318 1.060  -0.345
82 C -5.028 -0.213 2.518  -0.582
83 Cl -5.142 -1.957 2.534  0.635
84 C -5.960 0.519 3.226  -0.166
85 H -4.775 3.619 2.552  0.101
86 H -6.746 0.015 3.771  0.093
87 S 0.552 -4.645 7.362  0.954
88 C 0.101 -3.864 5.816  -0.517
89 C -0.961 -2.979 5.768  -0.058
90 C -1.241 -2.349 4.559  -0.117
91 N -0.537 -2.576 3.453  0.072
92 C 0.462 -3.458 3.504  -0.153
93 C 0.826 -4.127 4.659  -0.085
94 C 2.060 -3.738 7.672  -0.523
95 C 3.288 -4.224 7.253  -0.092
96 C 4.427 -3.484 7.538  -0.155
97 N 4.412 -2.331 8.203  0.055
98 C 3.223 -1.871 8.592  -0.140
99 C 2.025 -2.531 8.354  -0.070
100 H -1.546 -2.757 6.651  0.109
101 H -2.021 -1.598 4.498  0.105
102 H 0.992 -3.629 2.571  0.105
103 H 1.661 -4.816 4.667  0.097
104 H 3.358 -5.164 6.720  0.098
105 H 5.402 -3.835 7.218  0.100
106 H 3.230 -0.924 9.121  0.105
107 H 1.083 -2.114 8.683  0.109
108 I 5.406 -3.224 2.815  0.803
109 C 4.293 -2.044 1.485  -0.703
110 C 4.805 -1.704 0.245  -0.152
111 C 4.010 -0.935 -0.592  -0.057
112 C 2.745 -0.561 -0.157  -0.123
113 N 2.267 -0.896 1.035  0.076
114 C 3.027 -1.613 1.855  -0.216
115 H 5.795 -2.018 -0.057  0.089
116 H 4.372 -0.631 -1.566  0.100
117 H 2.093 0.055 -0.771  0.102
118 H 2.617 -1.841 2.833  0.073

Results
Total energy   -5158.297278 Ha
Gap between HOMO and LUMO   3.53 eV
Relative energy (zero: lowest compared OMol25 entry of this formula, charge and spin)   150.8 kJ/mol
Charge   -2